Density functional theory data (wB97M-V/def2-TZVPD) for a 2-piece molecular cluster, C3H10N2O2 overall in a non-equilibrium geometry.

Geometry (Å):
O -1.9758 -1.5554 0.0751
O 0.8982 -1.7923 1.1237
N -2.4487 0.6292 0.7546
N -0.1951 0.0728 0.0658
C -1.5057 -0.4508 0.7984
C 2.2565 1.0990 -1.6366
C 0.6699 -0.5001 0.8013
H -2.3718 1.2208 1.5639
H 2.3538 2.0035 -1.0313
H 2.4634 1.3422 -2.6874
H 0.0911 -2.3272 1.0302
H -2.3205 1.1888 -0.0799
H -1.4847 -0.8028 1.8416
H 1.5965 0.0545 0.9326
H -2.2402 -1.2534 -0.8016
H 2.9777 0.3660 -1.2953
H 1.2355 0.7054 -1.4548

Output
* energy relative to the best compared isomer or geometry (same formula, charge and spin): 291.57 kJ/mol
* SMILES: N[C@@H](O)/N=C\O.C
* frontier orbital gap: 10.00 eV
* DFT total energy: -380.22561 Eh

***

Density functional theory data (wB97M-V/def2-TZVPD) for a 2-piece molecular cluster, C41H54ClF4N5 overall in a non-equilibrium geometry.

Geometry (Å):
Cl 7.0230 6.0773 1.6171
F -1.0936 5.2333 3.5330
F -0.9609 6.1590 1.5288
F -2.9246 5.6385 2.3833
F 2.8869 1.2298 0.9579
N 5.0794 4.4853 0.5216
N -2.0555 -0.9349 -0.1783
N -0.3602 -2.2368 0.0164
N 3.7071 2.4893 0.8129
N -1.6642 -2.2258 -0.3255
C -2.6609 3.0701 1.4572
C 5.9681 3.2543 0.6443
C -0.2625 3.3787 1.3222
C -1.6340 5.2179 2.2682
C -4.5716 -1.8888 0.8571
C -0.7807 -4.4828 3.1840
C -1.9547 -0.0027 -4.2511
C -3.1594 0.2354 -2.0431
C -5.4364 -3.1188 0.5749
C -1.8316 0.4351 -2.7871
C 0.5418 -5.7874 0.6409
C -1.2411 1.2156 0.7182
C 0.3419 -3.4913 -0.0525
C -1.2678 -4.4179 1.7401
C -4.4844 -0.9515 -0.3520
C 1.6454 -3.3146 -3.5182
C -0.1187 2.0741 0.8659
C 5.8913 5.7163 0.2716
C -1.3014 1.8609 -2.6949
C 1.3316 -3.6932 -1.0374
C 1.3174 -0.8393 1.0884
C 3.4432 3.3579 1.9886
C 3.3003 3.1087 -0.4736
C -5.6474 -0.4597 -0.9421
C 1.9945 -4.9215 -1.0759
C 2.9162 -1.9044 -1.8522
C 1.5866 -5.9734 -0.2591
C -0.0983 -4.5559 0.7569
C 4.2204 4.6154 1.7742
C -1.5267 3.8491 1.6490
C -2.5284 1.7770 0.9665
C 1.6215 -2.6589 -2.1296
C -4.3401 0.7479 -2.5766
C 5.1258 2.0412 0.8313
C -5.5764 0.3996 -2.0367
C -2.3697 -5.4387 1.4643
C -5.0485 -1.1471 2.1058
C 0.0656 -0.9977 0.5318
C 4.1693 4.3089 -0.6691
C -1.0434 -0.1645 0.3688
C -3.2511 -0.5173 -0.8585
H -1.1097 -0.2287 -2.2918
H 4.9086 4.8315 2.5999
H 0.6029 4.0371 1.4253
H -6.4931 0.7819 -2.4862
H 6.6354 3.4405 1.4925
H -3.6422 3.4715 1.6876
H 4.8108 4.2050 -1.5527
H 2.8154 -5.0602 -1.7807
H 0.7660 -3.9565 -3.6555
H -2.7349 -5.3294 0.4366
H 3.1565 -1.2229 -2.6792
H -1.9626 2.5569 -3.2283
H 2.0652 -6.9495 -0.3516
H 0.8621 1.6776 0.6205
H -0.2994 1.9068 -3.1380
H 5.2227 6.5810 0.1603
H -1.2250 2.1874 -1.6517
H 3.5613 5.4827 1.6191
H -1.6093 -4.3037 3.8786
H 1.6339 -2.5571 -4.3116
H 3.5768 5.2273 -0.7623
H 3.7508 -2.6058 -1.7269
H 6.4949 5.5720 -0.6339
H -3.4293 1.1862 0.7837
H 6.5618 3.1989 -0.2776
H -0.3398 -5.4639 3.4027
H 3.7735 2.8074 2.8766
H -0.0165 -3.7174 3.3616
H 2.2379 3.3653 -0.3993
H 1.4889 0.0351 1.6734
H -4.2781 1.3996 -3.4503
H 3.4334 2.3563 -1.2565
H -5.4246 -3.7958 1.4383
H -2.5630 0.7128 -4.8194
H -1.6955 -3.4267 1.5679
H -1.9969 -6.4640 1.5891
H -2.4234 -0.9910 -4.3276
H 0.7966 -1.9356 -2.1063
H 5.2844 1.5644 1.8025
H -0.9611 -0.0635 -4.7100
H 5.2482 1.3022 0.0368
H -5.0517 -1.8170 2.9754
H -6.0656 -0.7563 1.9577
H -6.4747 -2.8325 0.3626
H -3.2176 -5.2825 2.1430
H 2.3630 3.5280 2.0573
H -3.5498 -2.2471 1.0310
H -5.0474 -3.6654 -0.2913
H 0.2111 -6.6141 1.2760
H -6.6109 -0.7555 -0.5229
H 2.0003 -1.6821 1.0717
H 2.5431 -3.9329 -3.6398
H -4.3911 -0.2980 2.3306
H 2.8243 -1.3118 -0.9345

Output
* charge: +2
* frontier orbital gap: 4.28 eV
* DFT total energy: -2727.41230 Eh

***

Density functional theory data (wB97M-V/def2-TZVPD) for C25H14CrN4O6 as an isolated structure.

Geometry (Å):
Cr 3.1998 3.0494 0.0529
O 7.9074 4.3863 0.0873
O 3.2418 5.0114 0.0652
O -5.6765 -6.2738 -0.0884
O 4.5196 7.7618 0.0888
O 7.4497 7.3146 0.0985
O 5.1579 3.0985 0.0646
N 1.1248 2.8740 0.0379
N -0.6095 -2.3523 -0.0178
N -2.1878 -0.7887 -0.0190
N 2.9999 0.9761 0.0366
C -5.2467 -3.8857 -0.0911
C -3.4736 -5.5196 -0.0466
C 1.7111 0.5596 0.0234
C -4.8365 -5.2145 -0.0760
C 0.6896 1.5943 0.0237
C 2.4093 -1.7323 0.0095
C 6.8366 4.9448 0.0853
C -7.0704 -6.0141 -0.1197
C 1.3673 -0.7908 0.0097
C 4.5126 5.3463 0.0745
C 3.7092 -1.2932 0.0230
C -2.9346 -3.1708 -0.0462
C 5.4916 4.3704 0.0741
C 0.2573 3.8707 0.0394
C -0.0313 -1.1110 -0.0041
C -1.1226 3.6346 0.0263
C -0.6731 1.2739 0.0096
C -2.5384 -4.5116 -0.0318
C -4.2901 -2.8788 -0.0760
C 3.9733 0.0833 0.0366
C 6.6044 6.4665 0.0886
C 5.0823 6.6930 0.0862
C -1.9037 -2.1292 -0.0292
C -1.5849 2.3427 0.0115
C -0.9859 -0.1207 -0.0046
H -7.5563 -6.9848 -0.1260
H 2.1666 -2.7866 -0.0014
H 0.6828 4.8671 0.0510
H -2.6511 2.1517 0.0011
H -4.6433 -1.8542 -0.0903
H -3.1058 -0.3824 -0.0196
H -7.3866 -5.4556 0.7645
H 4.9800 0.4839 0.0474
H -1.4829 -4.7448 -0.0090
H -7.3480 -5.4633 -1.0215
H -1.8029 4.4738 0.0280
H 4.5360 -1.9887 0.0233
H -3.1752 -6.5590 -0.0356
H -6.2931 -3.6223 -0.1148

Output
* spin multiplicity: 5
* frontier orbital gap (alpha / beta): 5.80 / 5.83 eV
* DFT total energy: -2676.13241 Eh

***

Density functional theory data (wB97M-V/def2-TZVPD) for C10H7NO2S as an isolated structure in a non-equilibrium geometry.

Geometry (Å):
S -1.0649 -2.4682 0.2349
O 0.8601 -0.7489 0.8154
O -1.3455 -3.7161 0.9993
N 0.7260 -3.1935 -1.3823
C 1.2382 -3.0883 -0.0779
C -2.1063 1.4275 0.4373
C 0.6885 1.5579 0.7599
C -1.4470 2.6240 0.3693
C 0.5659 -2.0265 0.6821
C 0.0189 2.6833 0.3594
C -0.4912 -3.0257 -1.5181
C -0.0196 0.2529 0.7324
C -2.1686 -0.9326 0.6193
C -1.3862 0.2022 0.6212
H 0.9532 -4.0816 0.3955
H -1.0339 -3.0070 -2.4917
H 1.7705 1.5621 1.1140
H 2.3721 -2.9021 -0.1383
H 0.5314 3.6446 0.3094
H -3.1712 1.4588 0.5343
H -1.9155 3.6040 0.2872

Output
* energy relative to the best compared isomer or geometry (same formula, charge and spin): 828.02 kJ/mol
* frontier orbital gap (alpha / beta): 7.13 / 6.43 eV
* DFT total energy: -988.36371 Eh

***

Density functional theory data (wB97M-V/def2-TZVPD) for a 2-piece molecular cluster, C3H10NS overall.

Geometry (Å):
S -2.1408 0.0455 0.8932
N 0.9728 1.2383 0.7644
C -2.4245 0.2244 -0.8983
C 1.2760 -0.8897 -0.4423
C 1.5016 -0.1238 0.8573
H 1.0663 1.6504 1.6948
H 1.8272 -1.8356 -0.4224
H -3.0125 -0.6084 -1.2995
H 0.2275 -1.1727 -0.5373
H -1.4995 0.2508 -1.4921
H -0.0453 1.1401 0.6161
H 2.5786 -0.0777 1.0544
H 1.6201 -0.2891 -1.2856
H 1.0085 -0.6990 1.6525
H -2.9562 1.1465 -1.1552

Output
* energy relative to the best compared isomer or geometry (same formula, charge and spin): 54.07 kJ/mol
* charge: -1
* frontier orbital gap: 6.62 eV
* DFT total energy: -573.26153 Eh

***

Density functional theory data (wB97M-V/def2-TZVPD) for C6H9NO5Pt as an isolated structure in a non-equilibrium geometry.

Geometry (Å):
Pt -1.7235 -1.5211 -0.0300
O 0.3887 -1.9048 0.3395
O -1.6052 -1.6216 -2.3082
O -1.2951 0.5837 3.3573
O -0.4057 -0.7082 -4.0654
O -1.9126 -0.6461 1.6430
N 0.1492 1.0428 0.1634
C -0.7006 1.5194 1.2759
C 1.3648 0.2776 0.5699
C -1.3009 0.4260 2.1833
C -0.9961 -1.1571 -3.1992
C 1.4983 -1.0778 -0.0848
C 0.0009 1.4603 -1.0325
H 0.5899 -2.8468 0.2207
H -0.0459 2.0765 1.9464
H 2.2387 0.8923 0.3514
H 2.4119 -1.5149 0.3214
H 1.3045 0.1365 1.6483
H 0.8289 1.4318 -1.7371
H 1.5770 -1.0605 -1.1727
H -1.4996 2.1491 0.8875
H -0.8678 2.0630 -1.2779

Output
* charge: +2
* frontier orbital gap (alpha / beta): 7.22 / 7.49 eV
* DFT total energy: -783.52879 Eh

***

Density functional theory data (wB97M-V/def2-TZVPD) for C15H20BrOSn as an isolated structure in a non-equilibrium geometry.

Geometry (Å):
Sn 0.2434 0.6456 1.3806
Br 2.0870 -0.2776 2.9080
O 0.7043 -1.2480 -0.4032
C 2.0385 -1.8680 -0.3704
C -0.0163 3.5804 1.5197
C 0.5083 2.7636 -0.5770
C 1.2045 2.8396 1.6506
C -2.5419 0.9122 2.0686
C -0.4368 3.5079 0.1689
C -1.5606 0.1530 2.8033
C -2.8631 0.1927 0.8925
C -0.5100 -2.7764 -1.8957
C -2.1243 -1.0143 0.8662
C 0.5319 -1.6781 -1.7436
C 1.9703 -2.2547 -1.8324
C -1.2809 -1.0581 2.0243
C 1.5367 2.3093 0.3272
C 0.3025 -0.5151 -2.6875
H 2.6015 -1.6413 -2.4707
H -1.3202 3.9950 -0.2443
H -1.5128 -2.3416 -1.9996
H 2.7802 -1.1082 -0.1357
H 2.0670 -3.3202 -2.0344
H -2.2667 -1.8341 0.1618
H 0.5300 2.6505 -1.6617
H -0.4888 4.1609 2.3104
H 0.6315 -0.8115 -3.6934
H 1.8808 2.8317 2.5037
H -1.2426 0.3128 3.8337
H -0.2829 -3.3350 -2.8144
H -3.0012 1.8429 2.4053
H -0.7639 -0.2686 -2.7363
H 2.4963 1.8721 0.0502
H -3.6050 0.4859 0.1477
H -0.4865 -3.4795 -1.0511
H 0.8618 0.3778 -2.3827
H 2.0288 -2.6939 0.3353
H -0.7007 -1.9099 2.3765

Output
* energy relative to the best compared isomer or geometry (same formula, charge and spin): 0.00 kJ/mol
* charge: -1
* frontier orbital gap: 5.18 eV
* DFT total energy: -3447.07478 Eh